Model i:
{"formula": "C5H10N4OS", "method": "wB97M-V/def2-TZVPD", "charge": 0, "elements": ["C", "C", "C", "C", "C", "N", "N", "N", "N", "O", "S", "H", "H", "H", "H", "H", "H", "H", "H", "H", "H"], "positions_angstrom": [[-2.659, -0.783, 0.164], [-0.711, 0.151, 0.344], [2.521, -1.506, 0.294], [-2.000, 0.661, -1.820], [2.319, -0.475, 1.386], [-2.119, -1.259, 1.246], [-0.889, -0.670, 1.345], [0.262, 2.643, 0.440], [-1.874, 0.098, -0.514], [1.025, 0.950, -1.320], [0.747, 1.194, 0.089], [-3.703, -1.058, -0.211], [2.243, -1.116, -0.643], [3.461, -1.697, 0.006], [1.823, -2.340, 0.394], [-1.858, 1.846, -1.684], [-1.252, 0.367, -2.454], [-2.948, 0.304, -2.101], [3.252, 0.095, 1.733], [1.526, -0.457, 2.112], [0.833, 3.053, 1.193]], "lowdin_charge": [-0.191, -0.378, -0.121, -0.028, 0.034, 0.008, 0.003, -0.270, -0.084, -0.441, 0.748, 0.150, 0.049, 0.035, 0.098, 0.152, 0.049, 0.072, 0.096, 0.025, -0.008]}

=====

Model ii:
{"formula": "C5H10N4OS", "method": "wB97M-V/def2-TZVPD", "charge": 0, "elements": ["C", "C", "C", "C", "C", "N", "N", "N", "N", "O", "S", "H", "H", "H", "H", "H", "H", "H", "H", "H", "H"], "positions_angstrom": [[1.362, 1.120, 0.767], [-0.201, -0.815, 0.175], [-0.253, -0.111, -0.972], [-1.196, -0.395, -2.130], [1.832, 2.827, -0.765], [0.339, 1.096, -1.314], [-1.925, -2.754, 0.939], [1.159, 1.601, -0.398], [0.284, -2.160, 2.270], [-1.589, -0.517, 2.348], [-1.082, -1.547, 1.485], [1.776, 1.303, 1.720], [-2.201, -0.984, -1.982], [-1.486, 0.546, -2.655], [-0.732, -0.966, -3.009], [2.002, 2.792, -1.883], [1.172, 3.692, -0.621], [2.874, 2.830, -0.257], [-2.873, -2.504, 1.131], [0.190, -2.071, 3.357], [0.549, -2.986, 1.794]], "lowdin_charge": [0.174, -0.042, -0.407, -0.079, -0.037, 0.042, -0.208, -0.314, -0.126, -0.349, 0.551, 0.064, 0.106, 0.071, 0.091, 0.103, 0.094, 0.123, -0.015, 0.126, 0.034]}

=====

What are the relative energies? In kcal/mol: model i 0.0; model ii 77.7.

=====

Model i:
{"formula": "C6H12N6", "method": "wB97M-V/def2-TZVPD", "smiles": "N#C/C(=C/C=[NH2+])C/C(NN)=[NH+]/N", "charge": 2, "elements": ["N", "C", "C", "C", "C", "N", "C", "C", "N", "N", "N", "N", "H", "H", "H", "H", "H", "H", "H", "H", "H", "H", "H", "H"], "positions_angstrom": [[3.269, 2.262, 0.130], [2.394, 1.923, -0.545], [1.169, 1.391, -1.007], [0.273, 2.257, -1.551], [-1.012, 2.125, -1.878], [-1.899, 1.310, -1.358], [1.144, -0.137, -1.259], [0.879, -0.936, 0.055], [-0.138, -1.814, 0.036], [-0.677, -2.331, 1.238], [1.593, -0.535, 1.105], [1.374, -1.276, 2.259], [0.646, 3.275, -1.537], [-1.421, 2.870, -2.559], [-1.824, 0.716, -0.525], [-2.932, 1.378, -1.700], [0.334, -0.296, -1.890], [2.048, -0.407, -1.778], [-0.541, -2.111, -0.821], [-1.174, -3.181, 1.074], [-0.143, -2.159, 2.123], [2.388, 0.164, 1.015], [0.919, -0.747, 3.032], [2.223, -1.658, 2.634]], "lowdin_charge": [0.274, -0.143, -0.127, -0.003, -0.049, 0.235, 0.012, -0.202, 0.073, 0.076, 0.043, 0.034, 0.165, 0.176, 0.154, 0.214, 0.093, 0.151, 0.164, 0.106, 0.094, 0.177, 0.151, 0.129]}

=====

Model ii:
{"formula": "C6H12N6", "method": "wB97M-V/def2-TZVPD", "charge": 2, "elements": ["C", "C", "C", "C", "C", "C", "N", "N", "N", "N", "N", "N", "H", "H", "H", "H", "H", "H", "H", "H", "H", "H", "H", "H"], "positions_angstrom": [[2.461, 0.267, 0.339], [0.640, -0.832, 0.287], [-1.289, -1.398, -0.714], [2.042, -1.081, 0.813], [0.801, 1.814, -0.951], [-1.639, -0.743, 0.429], [0.070, -1.457, -0.784], [-6.045, 0.648, -0.317], [-5.138, 0.099, 0.068], [1.288, 0.683, -0.132], [3.632, 0.914, 0.307], [-0.393, -0.569, 1.087], [-2.038, -1.710, -1.505], [2.483, -1.998, 0.421], [2.189, -1.363, 1.898], [1.042, 2.719, -0.488], [1.194, 1.771, -1.912], [-0.264, 1.553, -0.780], [-2.639, -0.398, 0.803], [0.532, -1.876, -1.469], [-6.935, 0.954, -0.180], [4.424, 0.581, 0.751], [3.875, 1.776, -0.066], [-0.292, -0.354, 2.095]], "lowdin_charge": [-0.256, -0.422, -0.084, 0.042, 0.033, -0.071, 0.143, 0.370, 0.410, 0.028, 0.250, 0.084, 0.148, 0.140, 0.161, 0.076, 0.077, 0.101, 0.092, 0.116, 0.154, 0.107, 0.111, 0.190]}

=====

What are the relative energies? In kcal/mol: model i 2.1; model ii 0.0.

=====

Model i:
{"formula": "C16H22N2O4S", "method": "wB97M-V/def2-TZVPD", "smiles": "CCOC(=O)N1CCN(C(=O)c2ccc(SC)cc2OC)CC1", "charge": 0, "elements": ["C", "C", "O", "C", "O", "N", "C", "C", "N", "C", "O", "C", "C", "C", "C", "S", "C", "C", "C", "O", "C", "C", "C", "H", "H", "H", "H", "H", "H", "H", "H", "H", "H", "H", "H", "H", "H", "H", "H", "H", "H", "H", "H", "H", "H"], "positions_angstrom": [[-6.869, -0.250, -0.097], [-5.723, -0.977, 0.582], [-4.501, -0.340, 0.211], [-3.382, -1.081, 0.370], [-3.376, -2.204, 0.820], [-2.275, -0.437, -0.070], [-2.237, 0.955, -0.458], [-1.470, 1.762, 0.597], [-0.159, 1.178, 0.780], [0.943, 1.863, 0.403], [0.897, 3.026, 0.040], [2.238, 1.109, 0.468], [3.150, 1.373, 1.484], [4.354, 0.705, 1.543], [4.678, -0.240, 0.572], [6.234, -1.050, 0.749], [6.286, -2.211, -0.645], [3.791, -0.489, -0.465], [2.579, 0.185, -0.521], [1.708, -0.132, -1.546], [1.561, 0.872, -2.534], [-0.202, -0.206, 1.191], [-0.971, -1.025, 0.147], [-7.810, -0.714, 0.182], [-6.756, -0.296, -1.176], [-6.883, 0.793, 0.207], [-5.680, -2.029, 0.280], [-5.823, -0.939, 1.673], [-3.253, 1.329, -0.566], [-1.716, 1.032, -1.419], [-1.336, 2.796, 0.275], [-2.012, 1.740, 1.548], [2.898, 2.104, 2.237], [5.056, 0.905, 2.337], [6.270, -1.667, -1.585], [7.226, -2.744, -0.545], [5.457, -2.910, -0.576], [4.004, -1.202, -1.245], [0.800, 0.506, -3.223], [1.246, 1.826, -2.106], [2.500, 1.021, -3.077], [0.809, -0.596, 1.308], [-0.722, -0.266, 2.154], [-1.115, -2.050, 0.490], [-0.413, -1.024, -0.795]], "lowdin_charge": [-0.066, -0.225, -0.013, -0.540, 0.090, -0.035, -0.099, -0.097, -0.035, -0.428, 0.067, -0.093, -0.005, -0.110, -0.538, 0.895, -0.397, -0.007, -0.237, -0.114, -0.055, -0.095, -0.096, 0.076, 0.077, 0.075, 0.123, 0.129, 0.126, 0.133, 0.125, 0.136, 0.126, 0.102, 0.038, 0.030, 0.039, 0.107, 0.094, 0.085, 0.098, 0.128, 0.137, 0.128, 0.122]}

=====

Model ii:
{"formula": "C16H22N2O4S", "method": "wB97M-V/def2-TZVPD", "smiles": "CCOc1cc(C(=O)NC2=NCCS2)cc(OCC)c1OCC", "charge": 0, "elements": ["C", "C", "O", "C", "C", "C", "C", "O", "N", "C", "N", "C", "C", "S", "C", "C", "O", "C", "C", "C", "O", "C", "C", "H", "H", "H", "H", "H", "H", "H", "H", "H", "H", "H", "H", "H", "H", "H", "H", "H", "H", "H", "H", "H", "H"], "positions_angstrom": [[-1.815, -3.776, 1.638], [-2.603, -3.390, 0.389], [-2.652, -1.993, 0.185], [-1.550, -1.343, -0.273], [-0.389, -1.949, -0.721], [0.666, -1.169, -1.178], [1.865, -1.837, -1.712], [1.844, -2.788, -2.459], [3.099, -1.284, -1.367], [3.430, -0.611, -0.233], [2.670, -0.274, 0.708], [3.316, 0.345, 1.820], [4.783, 0.702, 1.475], [5.172, -0.189, -0.060], [0.554, 0.213, -1.217], [-0.605, 0.842, -0.782], [-0.782, 2.201, -0.792], [0.282, 3.049, -1.171], [1.354, 3.172, -0.092], [-1.674, 0.064, -0.305], [-2.854, 0.533, 0.176], [-3.393, 1.763, -0.279], [-4.881, 1.742, 0.037], [-1.860, -4.852, 1.783], [-0.774, -3.473, 1.548], [-2.242, -3.282, 2.507], [-2.207, -3.901, -0.497], [-3.652, -3.677, 0.511], [-0.273, -3.020, -0.732], [3.880, -1.673, -1.885], [3.275, -0.356, 2.662], [2.757, 1.240, 2.106], [4.910, 1.768, 1.284], [5.480, 0.389, 2.248], [1.377, 0.786, -1.609], [-0.197, 4.020, -1.329], [0.719, 2.725, -2.123], [0.911, 3.553, 0.825], [2.131, 3.857, -0.422], [1.796, 2.201, 0.117], [-3.234, 1.870, -1.358], [-2.907, 2.603, 0.229], [-5.029, 1.622, 1.106], [-5.342, 2.671, -0.287], [-5.357, 0.908, -0.471]], "lowdin_charge": [-0.061, -0.239, -0.029, -0.173, 0.047, -0.155, -0.403, 0.108, 0.106, -0.653, 0.039, -0.262, -0.431, 0.923, 0.017, -0.161, -0.070, -0.233, -0.053, -0.108, -0.014, -0.241, -0.061, 0.076, 0.068, 0.080, 0.118, 0.124, 0.119, 0.139, 0.114, 0.102, 0.063, 0.064, 0.114, 0.126, 0.119, 0.083, 0.081, 0.043, 0.130, 0.120, 0.076, 0.074, 0.077]}

=====

What are the relative energies? In kcal/mol: model i 0.0; model ii 33.2.

=====

Model i:
{"formula": "C2H12N2O3", "method": "wB97M-V/def2-TZVPD", "multiplicity": 2, "charge": -1, "s_squared": 0.7503, "elements": ["C", "N", "C", "N", "H", "H", "H", "H", "H", "H", "H", "H", "O", "H", "H", "O", "H", "H", "O"], "positions_angstrom": [[-3.596, 1.245, 0.801], [-2.229, 1.943, -1.623], [-1.710, 2.070, -0.358], [-2.310, 1.932, 0.748], [-4.299, 1.946, 1.251], [-3.419, 0.405, 1.466], [-4.057, 0.862, -0.119], [-3.148, 1.521, -1.738], [-1.614, 1.714, -2.399], [-0.702, 2.480, -0.465], [3.775, 0.841, 1.853], [3.712, 2.193, 1.217], [3.163, 1.565, 1.666], [1.196, -4.841, -0.204], [2.504, -4.088, -0.208], [2.155, -5.017, -0.177], [3.215, -2.330, -1.640], [2.948, -1.505, -0.397], [2.670, -2.323, -0.854]], "lowdin_charge": [-0.169, 0.054, -0.367, -0.040, 0.065, 0.066, 0.049, 0.062, 0.072, 0.098, -0.036, -0.040, -0.263, 0.015, -0.014, -0.196, -0.021, -0.025, -0.310]}

=====

Model ii:
{"formula": "C2H12N2O3", "method": "wB97M-V/def2-TZVPD", "multiplicity": 2, "charge": -1, "s_squared": 0.7503, "elements": ["C", "C", "N", "N", "H", "H", "H", "H", "H", "H", "H", "H", "O", "H", "H", "O", "H", "H", "O"], "positions_angstrom": [[-0.324, 2.994, 1.452], [-0.747, 2.676, 0.215], [0.151, 2.189, -0.773], [1.000, 3.080, 1.861], [-1.076, 3.479, 2.071], [-1.815, 2.455, 0.133], [0.102, 2.630, -1.669], [0.409, 1.222, -0.691], [1.638, 2.631, 1.222], [1.332, 3.981, 2.165], [-1.268, -2.617, 5.440], [-0.202, -3.506, 6.071], [-0.893, -3.505, 5.399], [2.907, -5.708, -2.263], [2.265, -4.442, -2.920], [2.988, -4.746, -2.354], [-2.744, -1.227, -5.550], [-1.613, -1.026, -4.553], [-2.108, -0.561, -5.254]], "lowdin_charge": [-0.273, -0.289, -0.023, 0.015, 0.088, 0.076, 0.042, 0.028, 0.059, 0.064, 0.031, 0.025, -0.079, 0.003, -0.017, -0.232, -0.039, -0.085, -0.394]}

=====

What are the relative energies? In kcal/mol: model i 0.0; model ii 20.7.